# 1
Below is a cluster of 2 separate species, C5H16NO3Si in total, with properties calculated with ωB97M-V with the def2-TZVPD basis set.

Cartesian coordinates (Å):
H (1.272, -2.078, -0.591)
C (-2.129, 2.039, -1.587)
C (-0.239, -2.084, 0.904)
H (1.217, -3.481, 0.416)
C (0.623, -2.767, -0.100)
H (-1.363, -3.882, 0.480)
H (-2.572, 1.043, -1.337)
O (-0.186, 1.905, 1.209)
H (-2.149, -2.930, 1.698)
O (1.695, 1.047, -0.638)
H (0.422, 3.431, 2.511)
H (0.103, -3.235, -0.885)
N (-1.599, -2.903, 0.822)
H (1.939, 0.454, -2.621)
H (3.429, 0.410, -1.586)
H (-2.487, 2.689, -0.744)
Si (0.273, 1.555, -0.239)
O (-0.721, 1.903, -1.412)
C (0.377, 2.369, 2.463)
H (-2.369, 2.416, -2.504)
H (-0.147, 1.929, 3.306)
C (2.575, 0.951, -1.792)
H (0.066, -2.269, 1.928)
H (-2.123, -2.385, 0.033)
H (2.740, 1.948, -2.144)
H (1.354, 1.924, 2.413)

Results
- HOMO energy (spin up / spin down): -7.440 / -13.551 eV
- Net charge: +1
- LUMO level (spin up / spin down): -3.31 / -5.21 eV
- Expectation value of S²: 2.004
- HOMO-LUMO gap (spin up / spin down): 4.13 / 8.34 eV
- 2S+1: 3


# 2
Below is an isolated molecule of ClFH2NOP, with properties calculated with ωB97M-V with the def2-TZVPD basis set.

Cartesian coordinates (Å):
N (-1.228, 0.447, -0.525)
Cl (2.203, 0.975, -0.425)
O (0.248, -0.278, 1.498)
P (0.171, 0.016, -0.084)
H (-1.199, 0.484, -1.541)
H (-0.728, -0.174, 1.787)
F (0.532, -1.471, -0.709)

Results
- HOMO energy: -10.996 eV
- Net charge: 0
- LUMO level: -0.65 eV
- SMILES: N=[P@@](O)(F)Cl
- HOMO-LUMO gap: 10.34 eV
- Relative energy (zero: lowest compared OMol25 entry of this formula, charge and spin): 0.5461 eV


# 3
Below is a structure of composition C5H3P, with properties calculated with ωB97M-V with the def2-TZVPD basis set.

Cartesian coordinates (Å):
H (1.628, 1.238, 0.700)
C (1.325, -1.360, 0.446)
C (0.011, -0.076, -0.083)
H (-1.294, -1.190, -1.682)
H (-0.545, 0.413, 0.832)
C (-0.581, -1.118, -0.891)
C (0.132, -1.837, -0.060)
P (1.703, 0.580, -0.412)
C (2.614, -0.876, 0.217)

Results
- HOMO energy: -8.780 eV
- Net charge: 0
- LUMO level: -0.25 eV
- HOMO-LUMO gap: 8.53 eV
- Relative energy (zero: lowest compared OMol25 entry of this formula, charge and spin): 2.2904 eV